CH5ClN2O | the ωB97M-V functional and the def2-TZVPD basis

Structure (XYZ):
```
10
Properties=species:S:1:pos:R:3
O 0.6165 -0.6549 1.2742
C -0.4354 -0.3305 0.4305
N 0.1051 0.4577 -0.6934
N 0.3822 -0.1852 -1.8548
Cl 1.7660 -1.4729 -1.7840
H 1.3983 -0.1563 0.9541
H -1.3188 0.1767 0.9253
H -0.7752 -1.2111 -0.1510
H 0.8915 0.9439 -0.4263
H -0.3107 -0.9044 -1.9397
```

As for the spin multiplicity: 1. Its SMILES is OCNNCl. The total charge is 0.

***

C41H52CaN2P2SSi2 | the ωB97M-V functional and the def2-TZVPD basis

Structure (XYZ):
```
101
Properties=species:S:1:pos:R:3
Ca 0.6760 -0.4150 -0.4123
C 0.6541 -2.8908 2.8424
C -0.8751 -2.8529 2.8715
P -1.4654 -1.3555 1.9575
C -1.8840 -0.1616 3.2780
C -1.4319 1.1435 3.1329
C -1.7436 2.1085 4.0832
C -2.5029 1.7634 5.1887
C -2.9708 0.4613 5.3340
C -2.6687 -0.4953 4.3804
C -3.1624 -1.8121 1.4441
C -3.8198 -0.8756 0.6472
C -5.0992 -1.1176 0.1790
C -5.7482 -2.3032 0.5086
C -5.1109 -3.2306 1.3218
C -3.8188 -2.9900 1.7808
P 1.4165 -1.3798 3.6500
C 2.1298 -0.5556 2.1671
C 1.8936 0.8056 1.9709
C 2.4189 1.4792 0.8679
C 3.2138 0.7935 -0.0446
C 3.4804 -0.5652 0.1549
C 2.9344 -1.2346 1.2373
C 2.9187 -2.1058 4.4158
C 4.1816 -1.5346 4.2660
C 5.2756 -2.0429 4.9533
C 5.1257 -3.1236 5.8076
C 3.8699 -3.6872 5.9828
C 2.7769 -3.1772 5.3000
H 0.9296 -2.9472 1.7903
H 1.0347 -3.7859 3.3337
H -1.2720 -2.8903 3.8881
H -1.2584 -3.7178 2.3214
H -0.8617 1.4067 2.2491
H -1.3990 3.1260 3.9505
H -2.7441 2.5092 5.9351
H -3.5790 0.1972 6.1898
H -3.0590 -1.5005 4.4885
H -3.3105 0.0467 0.3856
H -5.5922 -0.3796 -0.4415
H -6.7493 -2.4957 0.1449
H -5.6211 -4.1431 1.6059
H -3.3393 -3.7262 2.4169
H 1.2795 1.3451 2.6831
H 2.1914 2.5251 0.7060
H 3.6274 1.3053 -0.9021
H 4.0947 -1.0982 -0.5594
H 3.1453 -2.2876 1.3820
H 4.3205 -0.6877 3.6071
H 6.2488 -1.5885 4.8185
H 5.9794 -3.5183 6.3425
H 3.7387 -4.5230 6.6582
H 1.8009 -3.6158 5.4697
C -2.6253 1.8181 -1.8701
Si -1.0102 2.0005 -0.8328
C -1.6180 3.2400 0.5107
C 0.0637 3.1249 -1.9837
C -0.1994 4.5020 -2.0165
C 0.5196 5.3818 -2.8094
C 1.5440 4.8979 -3.6075
C 1.8164 3.5399 -3.6037
C 1.0985 2.6318 -2.8125
Si 1.4883 0.7632 -2.9802
C 3.3108 0.7258 -3.6068
C 0.5547 0.3386 -4.6001
H -2.9940 2.8030 -2.1765
H -3.4280 1.3321 -1.3131
H -2.4532 1.2404 -2.7845
H -2.0519 4.1509 0.0904
H -0.8195 3.5438 1.1954
H -2.4052 2.7728 1.1177
H -0.9930 4.9130 -1.4030
H 0.2821 6.4396 -2.8013
H 2.1214 5.5707 -4.2313
H 2.6121 3.1742 -4.2441
H 3.3953 1.1006 -4.6317
H 3.6916 -0.3004 -3.6094
H 3.9915 1.3241 -2.9930
H 0.9163 0.9741 -5.4153
H -0.5193 0.5242 -4.4992
H 0.6962 -0.7042 -4.8954
C -2.8490 -6.3747 -1.8301
C -2.8075 -5.7175 -0.4575
N -1.6155 -4.9105 -0.2440
C -1.3469 -3.7521 -0.8808
S 0.2717 -3.2226 -0.9353
N -2.3666 -3.1151 -1.4558
C -2.2678 -1.9176 -2.2964
C -1.7877 -2.2485 -3.6979
H -3.7619 -6.9595 -1.9429
H -1.9965 -7.0413 -1.9617
H -2.8201 -5.6288 -2.6253
H -2.8161 -6.4712 0.3302
H -3.6935 -5.1057 -0.2855
H -0.7885 -5.3777 0.0887
H -3.2986 -3.4412 -1.2483
H -1.6259 -1.1820 -1.8156
H -3.2620 -1.4783 -2.3152
H -0.7760 -2.6481 -3.6755
H -1.7782 -1.3515 -4.3141
H -2.4508 -2.9812 -4.1625
```

As for the spin multiplicity: 1. The total charge is 0.

***

C5H8O | the ωB97M-V functional and the def2-TZVPD basis

Structure (XYZ):
```
14
Properties=species:S:1:pos:R:3
C -1.0865 0.7727 -0.5294
C -1.5109 -0.2037 0.5305
C -0.0633 -0.0746 0.1429
C 0.8875 -1.0431 -0.5456
O 1.9522 -0.6622 0.2743
C 1.1902 0.4041 0.8823
H -1.3114 0.5711 -1.5740
H -1.0796 1.8261 -0.2628
H -1.8919 0.1869 1.4741
H -1.9844 -1.1222 0.1999
H 0.9825 -1.7384 -1.3659
H 1.1424 -0.6294 -1.8665
H 1.2338 0.2993 1.9707
H 1.5502 1.4078 0.5895
```

As for the spin multiplicity: 1. The total charge is 0.

***

C29H31N3O6 | the ωB97M-V functional and the def2-TZVPD basis

Structure (XYZ):
```
69
Properties=species:S:1:pos:R:3
C -3.0619 -2.4523 -4.3668
C -2.8387 -1.4277 -3.2636
O -2.9842 -2.0197 -1.9743
C -1.8857 -2.5125 -1.3912
O -0.7910 -2.4971 -1.8936
C -2.2076 -3.0503 -0.0220
C -1.7671 -2.0434 1.0779
N -0.3397 -1.8291 1.0233
C 0.4993 -2.7645 1.4886
O 0.1140 -3.7642 2.0775
C 1.9736 -2.5366 1.2816
C 2.7868 -3.4788 1.9146
C 4.1643 -3.4756 1.8055
C 4.7971 -2.5185 1.0282
C 4.0119 -1.5796 0.3938
C 2.6150 -1.5584 0.5120
C 2.1349 -0.4033 -0.2839
O 1.0044 0.0468 -0.4225
N 3.2189 0.1497 -0.8713
C 3.1621 1.3338 -1.6944
C 3.5815 2.5511 -0.9129
C 2.7696 3.0545 0.0988
C 3.2028 4.1493 0.8259
C 4.4399 4.6967 0.5159
N 5.2211 4.2240 -0.4390
C 4.8012 3.1806 -1.1315
C 4.4625 -0.4690 -0.5009
C -2.5402 -0.7563 0.9596
C -3.6518 -0.5354 1.7495
C -4.3946 0.6304 1.6202
C -4.0336 1.6037 0.7047
O -4.6893 2.7764 0.4778
C -5.7605 3.1513 1.3158
C -5.2950 3.6565 2.6793
C -2.8947 1.3854 -0.1028
O -2.5810 2.3892 -0.9700
C -1.4215 2.2456 -1.7533
C -2.1791 0.2099 0.0236
H -4.0417 -2.9110 -4.2596
H -3.0002 -1.9668 -5.3367
H -2.3017 -3.2278 -4.3109
H -3.5879 -0.6335 -3.3044
H -1.8329 -1.0012 -3.3448
H -1.6570 -3.9776 0.1411
H -3.2796 -3.2222 0.0588
H -1.9829 -2.5224 2.0414
H 0.0124 -1.0661 0.4489
H 2.2861 -4.2355 2.5006
H 4.7460 -4.2258 2.3192
H 5.8709 -2.5057 0.9175
H 3.8093 1.1941 -2.5657
H 2.1240 1.4380 -2.0250
H 1.8169 2.5892 0.3075
H 2.5965 4.5674 1.6141
H 4.8271 5.5510 1.0549
H 5.4752 2.8325 -1.9051
H 4.9957 -0.8427 -1.3836
H 5.1182 0.2425 0.0169
H -3.9523 -1.2726 2.4789
H -5.2595 0.7621 2.2505
H -6.4756 2.3265 1.4293
H -6.2559 3.9609 0.7721
H -4.6159 4.4948 2.5463
H -6.1516 3.9833 3.2626
H -4.7718 2.8749 3.2245
H -0.5378 2.0530 -1.1378
H -1.3028 3.1923 -2.2792
H -1.5281 1.4370 -2.4848
H -1.3218 0.0441 -0.6047
```

As for the spin multiplicity: 1. Its SMILES is CCOC(=O)C[C@@H](NC(=O)c1cccc2c1C(=O)N(Cc1cccnc1)C2)c1ccc(OCC)c(OC)c1. The total charge is 0.

***

C4H14O4 | the ωB97M-V functional and the def2-TZVPD basis

Structure (XYZ):
```
22
Properties=species:S:1:pos:R:3
C -0.4693 -1.5560 -0.9817
C -2.8403 0.6618 0.9867
O 1.8633 -1.2721 1.0306
C -1.8138 -0.1848 0.6871
C -1.6464 -0.8275 -0.5599
H 0.1914 -1.9203 -0.1779
H 0.1491 -1.0135 -1.7487
H -0.7133 -2.5951 -1.3741
H -3.6077 0.8002 0.2204
H -2.9561 1.1384 1.9599
H 2.0134 -0.2267 1.1663
H -0.9869 -0.2841 1.4698
H -2.5336 -0.7955 -1.1812
H 2.0003 1.5986 2.0284
H 1.9178 -1.5673 1.9472
O 1.9876 1.2440 1.1350
H 2.9029 0.3986 -2.1031
H 1.4967 0.8461 -1.5112
O 2.0249 0.0938 -1.8727
H 1.0283 1.8172 0.0694
H -0.4396 1.7064 -0.4337
O 0.4311 1.9377 -0.7565
```

As for the spin multiplicity: 1. The total charge is 0.

***

C2Cl8 | the ωB97M-V functional and the def2-TZVPD basis

Structure (XYZ):
```
10
Properties=species:S:1:pos:R:3
C -0.9373 1.3677 1.5002
Cl 0.1666 1.5052 0.1863
Cl -0.0828 0.5319 2.8308
Cl -1.1543 3.0328 1.9485
Cl -2.4253 0.5648 1.0426
C 0.8940 -1.3783 -1.5269
Cl 0.8981 -0.1399 -0.1972
Cl 0.9654 -0.6155 -3.1517
Cl 2.2677 -2.4784 -1.3005
Cl -0.5921 -2.3903 -1.3320
```

As for the spin multiplicity: 1. The total charge is 0.

***

C37H73AsCsN8OPSeSi3 | the ωB97M-V functional and the def2-TZVPD basis

Structure (XYZ):
```
126
Properties=species:S:1:pos:R:3
Cs 0.6604 -0.1045 -0.5636
N -5.1901 1.0533 -0.5173
C -3.9306 1.0542 -0.0219
N -3.1874 0.2354 -0.6974
C -4.0190 -0.2749 -1.6403
N -5.2552 0.2035 -1.5534
C -3.5976 -1.2192 -2.6499
C -4.4962 -1.7296 -3.5945
N -4.1203 -2.5593 -4.5504
C -2.8287 -2.8968 -4.5659
C -1.9384 -2.4223 -3.6141
N -2.3142 -1.5934 -2.6606
H -6.0108 1.5536 -0.2168
H -3.6151 1.6571 0.8011
H -5.5431 -1.4568 -3.5680
H -2.5207 -3.5656 -5.3557
H -0.8988 -2.7171 -3.6041
C 0.3119 -6.7848 0.7162
Si 0.0594 -5.6387 2.2432
C 1.7626 -5.3040 3.0309
C -0.9298 -6.7601 3.4757
As -1.0450 -3.7005 1.5021
Si -1.3633 -2.6589 3.5836
C -2.5174 -1.1371 3.3232
C -2.2600 -3.6198 5.0171
C 0.2962 -2.0845 4.3120
Si -3.1582 -4.4912 0.8721
C -4.2335 -5.8911 1.6777
C -4.3298 -2.9757 0.7487
C -2.9074 -5.0608 -0.9488
H 0.8887 -7.6771 0.9474
H 0.8414 -6.2323 -0.0537
H -0.6439 -7.1037 0.3056
H 2.4575 -6.1344 2.9280
H 1.6838 -5.0553 4.0862
H 2.1937 -4.4438 2.5269
H -0.4037 -7.6865 3.6868
H -1.8996 -7.0158 3.0627
H -1.0971 -6.2530 4.4193
H -3.5561 -1.4485 3.2471
H -2.2486 -0.6318 2.3989
H -2.4462 -0.4185 4.1359
H -3.0923 -4.2113 4.6454
H -2.6493 -2.9319 5.7631
H -1.5734 -4.2934 5.5213
H 0.9547 -1.8294 3.4892
H 0.7892 -2.8763 4.8680
H 0.2199 -1.2120 4.9535
H -4.3072 -5.7507 2.7526
H -3.7918 -6.8695 1.5077
H -5.2438 -5.9114 1.2766
H -4.9254 -2.8446 1.6485
H -5.0100 -3.0257 -0.0971
H -3.7166 -2.0869 0.6225
H -2.4497 -6.0461 -0.9964
H -2.2200 -4.3611 -1.4213
H -3.8180 -5.0877 -1.5434
Se 2.1730 -2.0116 1.1646
C 5.0077 -0.9558 2.9555
C 4.7511 0.2376 2.0496
N 5.1822 1.4822 2.6566
C 6.5978 1.7790 2.6358
C 6.9035 2.8849 1.6268
C 4.3973 2.2702 3.4019
O 4.8323 3.2136 4.0632
C 2.9282 2.0050 3.3729
C 2.2423 1.6168 4.5148
C 0.8659 1.4848 4.4539
C 0.2318 1.7567 3.2535
N 0.8704 2.1619 2.1700
C 2.1818 2.2744 2.2269
H 4.5058 -1.8067 2.5070
H 4.5547 -0.7798 3.9282
H 6.0697 -1.1681 3.0828
H 3.6860 0.2629 1.8400
H 5.2725 0.1146 1.0981
H 7.1402 0.8696 2.3785
H 6.8975 2.1125 3.6341
H 6.6109 2.5751 0.6241
H 7.9664 3.1263 1.6330
H 6.3426 3.7780 1.8954
H 2.7802 1.4144 5.4303
H 0.2968 1.1807 5.3209
H -0.8419 1.6568 3.1543
H 2.6722 2.6106 1.3214
C -1.6709 4.7250 -1.6030
C -0.1582 4.7200 -1.8130
C 0.2736 6.0778 -2.3586
C 0.4535 4.4854 -0.4312
P 0.1849 3.0779 -2.8266
N 0.0109 1.8188 -2.0325
C -1.0309 3.1624 -4.3555
C -0.4954 2.1125 -5.3268
C -1.2445 4.4688 -5.1115
C -2.3632 2.6141 -3.8411
C 1.9844 3.3151 -3.5860
C 2.4318 1.9290 -4.0539
C 2.2615 4.3396 -4.6838
C 2.8518 3.6449 -2.3729
H -1.9501 5.4028 -0.7911
H -1.9886 3.7182 -1.3420
H -2.2012 5.0476 -2.4937
H -0.1236 6.8673 -1.7136
H -0.1021 6.2448 -3.3642
H 1.3558 6.1820 -2.3721
H -0.0661 5.0681 0.3336
H 1.5032 4.7584 -0.3885
H 0.3538 3.4298 -0.1829
H 0.3767 2.4677 -5.8689
H -1.2591 1.8500 -6.0656
H -0.2342 1.2173 -4.7652
H -0.3041 4.8908 -5.4544
H -1.7530 5.2110 -4.5010
H -1.8702 4.2736 -5.9867
H -2.1556 1.9528 -3.0019
H -2.8778 2.0374 -4.6109
H -3.0381 3.3992 -3.5155
H 2.1481 1.7215 -5.0816
H 1.9735 1.1820 -3.4074
H 3.5182 1.8296 -3.9856
H 1.7842 4.0701 -5.6243
H 3.3407 4.3791 -4.8615
H 1.9321 5.3356 -4.4004
H 2.5399 3.0170 -1.5402
H 2.7670 4.6897 -2.0896
H 3.9061 3.4465 -2.5849
```

As for the spin multiplicity: 1. The total charge is -2.

***

Summary of frontier orbital gap in eV
10.12 5.70 9.28 8.04 4.06 7.65 2.63
(order as listed above)
Summary of ΔE to the lowest compared entry with this formula, charge and spin in kcal per mole
27.18 0.00 115.58 0.00 107.59 146.53 70.76
(order as listed above)
Summary of strongest force on any atom in eV/A
2.76 0.38 4.08 0.70 2.86 12.52 2.61
(order as listed above)